A single C4H7NO2 molecule, computed with ωB97M-V/def2-TZVPD.

Summary:
- Relative energy (zero: lowest compared OMol25 entry of this formula, charge and spin): 42.5 kcal/mol
- Charge: 0
- Highest occupied orbital energy: -9.59 eV
- E_LUMO: 0.57 eV
- Kohn-Sham gap: 10.2 eV

```
14
Properties=species:S:1:pos:R:3:forces:R:3
H -1.712707 1.021294 0.821618 0.563 0.268 -0.187
N -0.855969 1.584412 0.707698 0.568 -0.996 -0.390
O -2.211061 -0.893299 0.445307 1.140 -0.468 -1.020
H 1.748320 1.565663 -1.012488 0.129 -0.034 0.060
C -1.196000 -1.191133 -0.104570 -0.022 -4.897 -0.396
C 0.146105 -0.693924 -0.274643 0.214 5.966 1.263
H 2.212704 1.073085 0.629225 0.047 0.003 -0.109
C 0.120887 0.926832 0.214353 -0.294 -0.894 -0.080
H 1.413413 2.641511 0.365131 -0.083 -0.211 -0.032
H 0.858722 -1.161585 0.403735 -0.146 -0.362 -0.401
H -1.529153 -3.194656 -0.225607 0.120 0.098 -0.514
C 1.456488 1.598795 0.040435 -0.179 0.019 -0.052
H 0.439157 -0.660325 -1.323402 0.151 -0.486 0.198
O -0.890906 -2.616671 -0.686792 -2.209 1.992 1.663
```
Positions in Å, forces in eV/Å.

2 unconnected molecules or ions with the total composition C4H12O, computed with ωB97M-V/def2-TZVPD.

Summary:
- Relative energy (zero: lowest compared OMol25 entry of this formula, charge and spin): 52.1 kcal/mol
- Charge: +1
- ⟨S²⟩: 0.755
- Spin multiplicity: 2
- Highest occupied orbital energy (alpha / beta): -14.89 / -14.89 eV
- E_LUMO (alpha / beta): -4.28 / -10.16 eV
- Kohn-Sham gap (alpha / beta): 10.6 / 4.7 eV

```
17
Properties=species:S:1:pos:R:3:forces:R:3
H -2.092764 1.556846 2.133785 2.181 -0.038 -1.790
O -1.952129 0.361817 0.534057 0.294 -1.036 -1.607
C 0.214508 1.150837 1.594772 -0.211 1.047 0.438
H 0.501443 1.023275 2.619480 -0.873 -0.011 0.963
H 0.278765 -0.365102 -1.062601 -1.946 0.501 -0.272
H 1.759976 -0.742479 -0.494051 1.222 0.534 2.498
H 0.860757 1.915175 1.242638 -0.076 1.641 -0.240
H 1.797866 0.037846 -1.913439 0.455 1.765 -1.582
H 1.149192 -2.927641 -1.070691 1.653 1.791 -1.345
H 0.723815 0.401261 1.106811 0.075 -2.551 -1.395
H -1.248543 2.169414 0.618944 -0.191 3.126 -2.503
C 1.528104 -2.121052 -1.862278 -5.124 -0.099 1.620
C -1.293648 1.386232 1.262644 -1.245 -3.966 3.840
H 0.893128 -2.387969 -2.697371 0.157 0.090 -0.582
H 2.504749 -2.060993 -2.156488 2.605 -0.854 -0.393
H -1.616316 -0.192507 -0.323065 0.063 1.834 2.363
C 1.235198 -0.636295 -1.374540 0.961 -3.773 -0.014
```
Positions in Å, forces in eV/Å.

5 unconnected molecules or ions with the total composition C14H37N2O6S4, computed with ωB97M-V/def2-TZVPD.

Summary:
- Relative energy (zero: lowest compared OMol25 entry of this formula, charge and spin): 0.0 kcal/mol
- Charge: -1
- Highest occupied orbital energy: -4.03 eV
- E_LUMO: 2.10 eV
- Kohn-Sham gap: 6.1 eV

```
63
Properties=species:S:1:pos:R:3:forces:R:3
H 1.763722 8.410637 -0.649694 0.025 -0.031 0.035
O -2.563879 -0.845172 1.110032 0.812 -0.959 -0.904
S -1.427958 -3.361583 5.203646 -0.184 0.276 -0.078
O 0.517738 -3.050917 -1.411093 0.055 -0.233 0.098
H -2.428867 -1.276999 4.652851 0.074 -0.030 -0.057
H 1.484063 -5.824610 -1.210361 -0.057 0.044 -0.009
H 1.368244 3.393880 -0.339301 -0.573 -0.578 -0.149
C -0.299085 2.448665 0.682091 -0.682 0.787 0.770
C 1.306463 7.420043 -0.663269 -0.105 0.111 -0.098
S -0.219900 -4.204843 -0.819556 -0.191 0.148 0.248
O 3.992597 -1.504879 -5.148416 -0.063 -0.160 -0.082
H 3.155322 -3.998778 -6.253569 0.020 0.056 0.060
H 2.394205 1.612227 -1.246543 -0.812 0.005 -0.128
N -2.541380 2.397192 -0.550699 -0.497 -0.264 0.683
C 1.010972 -5.422357 -0.314490 0.188 -0.031 -0.014
H -3.281455 0.523854 -1.228262 0.467 0.373 0.512
H -1.548636 0.494671 -0.755212 -0.703 0.176 0.330
C 1.299747 1.367403 -1.168358 1.057 0.414 -0.053
S 1.758544 6.525350 0.834229 0.000 -0.103 0.040
H -2.272490 -2.314787 3.218289 -0.030 0.221 -0.025
H -0.389901 1.413405 1.064670 0.345 0.392 -0.599
C -2.537931 -2.292570 4.277606 0.058 -0.135 -0.050
H -3.568846 -2.621448 4.413193 0.049 -0.058 0.064
H 1.547184 -3.612680 -3.611843 -0.029 0.153 0.069
H 0.916086 -0.636958 -0.970546 0.202 -0.140 0.517
C -2.547400 0.932156 -0.486974 0.102 -0.292 -0.329
S 2.591182 -2.000224 -5.040176 0.008 0.022 0.170
H 0.159649 3.046702 1.508479 -0.313 -0.512 -0.529
H 1.076550 7.265233 2.990924 0.040 -0.071 -0.070
H 0.521743 -6.231208 0.229574 -0.044 0.040 -0.023
H 3.309164 -3.893380 -3.752669 0.056 0.084 -0.119
C 2.363486 -3.250898 -6.318671 0.044 -0.128 -0.111
H -0.110839 7.728271 1.747958 0.025 -0.078 -0.035
H 0.144029 -3.366878 1.398760 0.031 0.023 -0.093
H -1.658311 4.104116 0.238593 -0.078 -0.727 0.213
C -1.767698 3.022305 0.523300 1.279 0.968 -0.549
H 1.387570 -3.722695 -6.197634 0.003 0.053 0.039
H -2.983797 -5.062905 4.521496 0.013 0.085 0.027
N 1.194857 0.132857 -0.370295 -0.506 0.312 -0.720
H 2.685869 -2.572137 -2.734285 -0.133 0.047 -0.060
C 2.526552 -3.138735 -3.648856 0.179 -0.133 -0.122
H 1.680575 6.861275 -1.520184 0.019 -0.060 0.100
C -0.719465 -3.734943 0.842324 -0.130 0.209 0.000
H 1.420613 8.640127 1.913959 0.031 -0.030 -0.009
H 2.408847 -2.759455 -7.289938 0.006 0.060 0.076
O -3.648746 0.932044 1.754389 0.352 0.879 -1.305
O 0.984621 5.258826 0.843494 0.114 0.509 0.098
H 0.221133 7.505732 -0.732379 0.014 -0.068 0.064
H 1.767425 -4.948720 0.313046 -0.059 0.063 -0.014
H -1.469345 -2.939689 0.765233 0.065 0.150 -0.062
H -2.251084 2.725359 -1.466906 0.109 -0.139 0.308
H 2.034307 -0.075675 0.155180 -0.155 -0.063 -0.301
H -2.282600 3.022440 1.505220 0.074 -0.471 -0.748
H -0.010969 3.119564 -1.405344 0.282 -0.411 0.627
H 0.979761 1.204643 -2.227051 0.010 -0.129 0.883
H -1.153746 -4.598316 1.347212 0.023 -0.088 -0.168
H -1.360097 -5.715531 4.847635 0.018 0.081 0.040
C -1.913733 -4.895150 4.390881 -0.086 -0.195 0.062
H -1.667920 -4.839082 3.332021 -0.004 0.070 0.046
O -1.931092 -3.426420 6.607985 0.019 -0.153 -0.071
C 0.951987 7.657235 1.982803 -0.105 0.129 0.002
C -2.951311 0.330113 0.896871 -0.822 -0.354 1.675
C 0.583674 2.644296 -0.581371 0.095 -0.120 -0.169
```
Positions in Å, forces in eV/Å.

A single C5H11NO2 molecule, computed with ωB97M-V/def2-TZVPD.

Summary:
- Relative energy (zero: lowest compared OMol25 entry of this formula, charge and spin): 33.1 kcal/mol
- Charge: 0
- Highest occupied orbital energy: -9.81 eV
- E_LUMO: 0.90 eV
- Kohn-Sham gap: 10.7 eV

```
19
Properties=species:S:1:pos:R:3:forces:R:3
H -1.615161 -0.054204 -1.675261 0.135 -0.290 0.307
C -1.367621 -0.921324 -1.045391 0.535 -0.654 0.900
C 1.193639 0.376536 -1.392861 -0.090 0.455 -0.155
H 2.010089 1.093996 -1.248501 -0.144 -0.166 0.112
H -1.289911 2.245226 1.746839 0.174 -0.098 -0.160
H -0.706181 0.642476 2.224109 -0.034 -0.057 -0.054
H -2.016301 0.812006 1.014249 0.013 -0.103 0.180
H 2.209239 0.541156 1.183559 -0.145 -0.074 -0.216
H 0.517169 0.835296 -2.123161 -0.032 -0.143 0.128
H -1.936311 -2.642554 -0.588891 0.042 0.204 -0.103
H 2.142289 -1.144514 0.613919 -0.216 0.160 -0.036
H 1.091629 -0.602354 1.919709 -0.044 -0.028 -0.176
C 1.540259 -0.299534 0.967779 -0.037 0.028 0.389
H 1.606259 -0.536754 -1.834251 -0.123 0.099 0.251
C 0.468769 0.094376 -0.064691 1.684 -0.269 -0.023
N -0.416061 -1.071414 -0.214141 -0.653 1.472 -0.561
C -1.078501 1.234896 1.385269 -0.081 0.180 -0.112
O -0.133971 1.335026 0.328529 -0.364 -0.569 -0.189
O -2.219321 -1.938344 -1.196821 -0.621 -0.147 -0.481
```
Positions in Å, forces in eV/Å.

2 unconnected molecules or ions with the total composition C2H7S2, computed with ωB97M-V/def2-TZVPD.

Summary:
- Relative energy (zero: lowest compared OMol25 entry of this formula, charge and spin): 6.0 kcal/mol
- Charge: -1
- Highest occupied orbital energy: -3.09 eV
- E_LUMO: 3.85 eV
- Kohn-Sham gap: 6.9 eV

```
11
Properties=species:S:1:pos:R:3:forces:R:3
S -1.239023 -0.599718 -1.188258 -0.037 0.838 -0.067
C 1.128523 -0.660761 0.280662 0.869 0.257 0.339
H -1.316239 3.241972 -0.791770 -0.007 0.031 0.027
H 1.291603 0.317242 -0.149436 -0.148 0.278 -0.322
S -0.549495 2.448559 -0.028008 0.010 0.358 -0.028
H 1.618614 -0.578556 1.259530 -0.306 -0.256 0.192
H -0.471248 -2.095863 0.344960 0.099 0.201 0.527
C -0.345229 -1.002808 0.347289 0.362 -1.214 -1.281
H -0.803487 -0.597523 1.217618 -0.525 0.511 0.558
H 1.734274 -1.373053 -0.286019 -0.303 -0.071 -0.172
H -1.048293 0.900513 -1.006573 -0.013 -0.933 0.226
```
Positions in Å, forces in eV/Å.

Computed values of E (unit: hartree) for the preceding records, in sequence: -361.8132; -234.3575; -2709.2289; -402.3255; -876.8005.